A structure of composition C35H41IrN7O3P2Se in a non-equilibrium geometry, computed with the ωB97M-V functional and the def2-TZVPD basis.

```
90
Properties=species:S:1:pos:R:3:forces:R:3
Ir -16.107 -8.744 14.022 4.393 1.610 1.439
C -14.712 -5.528 17.734 0.382 -0.158 -0.431
C -14.570 -6.819 16.986 1.147 -1.195 0.266
O -15.311 -7.117 16.029 -0.449 -0.010 -0.013
N -13.555 -7.647 17.358 -0.481 1.146 0.635
C -13.269 -8.943 16.768 -0.375 0.362 -0.519
C -12.620 -8.801 15.420 1.533 -0.716 -0.494
C -11.228 -8.985 15.337 0.248 0.295 0.587
C -10.580 -8.915 14.108 0.336 -0.294 0.163
C -11.347 -8.604 12.996 -0.346 0.608 -0.235
C -12.700 -8.337 13.145 -0.161 -0.770 0.283
N -13.337 -8.575 14.316 -0.596 1.022 -0.401
H -15.735 -5.179 17.674 -0.072 0.155 -0.046
H -14.024 -4.809 17.266 -0.286 0.016 0.176
H -14.420 -5.647 18.767 0.064 0.060 0.298
H -12.938 -7.341 18.119 -0.533 -0.148 -0.488
H -14.189 -9.504 16.626 -0.015 0.102 0.382
H -12.617 -9.467 17.464 -0.065 -0.123 -0.132
H -10.652 -9.140 16.270 -0.398 -0.015 -0.744
H -9.495 -9.093 14.008 -0.754 0.109 0.156
H -10.916 -8.500 12.015 0.243 0.036 -0.115
H -13.324 -7.971 12.308 0.547 -0.495 0.623
O -22.253 -6.168 12.303 -0.077 -0.958 0.003
C -22.023 -7.566 12.392 -0.631 0.343 0.036
C -20.589 -7.857 12.654 -0.907 -1.684 0.406
C -20.206 -9.212 12.886 -1.833 0.308 -0.917
C -18.924 -9.545 13.209 0.915 1.477 0.030
N -18.040 -8.521 13.343 -1.714 -1.261 -0.636
C -18.372 -7.247 13.111 -0.216 -0.067 -1.005
C -19.643 -6.883 12.722 -0.542 0.809 0.199
C -17.325 -6.283 13.062 1.232 -1.330 0.464
C -17.521 -5.045 12.494 -1.233 1.843 -0.707
C -16.487 -4.144 12.426 0.723 0.600 0.209
C -16.740 -2.779 11.831 0.590 0.304 -0.220
O -17.730 -2.118 12.574 0.048 -0.569 0.149
C -15.227 -4.565 12.897 -0.199 1.585 -0.654
C -15.077 -5.798 13.527 -1.840 -1.610 -0.447
N -16.118 -6.671 13.500 1.241 1.081 0.483
H -23.219 -6.042 12.247 0.496 0.186 -0.027
H -22.295 -8.115 11.485 -0.133 0.122 -0.252
H -22.623 -8.028 13.195 0.184 0.120 -0.054
H -20.956 -10.010 12.755 0.335 0.455 0.162
H -18.608 -10.583 13.365 0.044 0.695 -0.026
H -19.920 -5.852 12.535 -0.190 -0.238 0.056
H -18.508 -4.799 12.071 0.787 0.201 0.287
H -17.032 -2.951 10.796 -0.167 0.075 -0.311
H -15.787 -2.241 11.805 -0.091 0.150 0.044
H -17.991 -1.282 12.160 0.140 -0.143 -0.048
H -14.325 -3.951 12.759 -0.559 -0.045 0.184
H -14.146 -6.082 13.988 0.006 -0.399 0.079
C -16.892 -12.263 14.586 -0.311 0.475 -0.467
P -15.783 -10.793 14.976 1.520 -6.082 0.527
C -14.285 -11.818 14.582 1.015 1.150 -0.143
C -15.930 -10.962 16.784 0.456 0.570 0.205
C -15.316 -11.893 17.638 0.435 -0.199 -0.625
C -15.350 -11.664 19.008 0.514 -0.635 -0.036
C -16.079 -10.606 19.534 -0.295 0.126 0.693
C -16.846 -9.807 18.706 -0.235 0.477 -0.510
C -16.698 -9.944 17.312 0.512 0.190 1.004
P -17.534 -9.053 16.020 -4.033 0.270 3.704
C -19.120 -10.042 16.189 0.001 -0.625 -0.968
C -18.319 -7.552 16.794 0.796 0.745 -1.174
H -16.764 -12.991 15.409 0.002 0.368 -0.516
H -16.575 -12.716 13.623 -0.407 0.097 0.668
H -17.948 -11.960 14.569 0.339 -0.498 -0.177
H -14.358 -12.805 15.035 -0.145 0.050 0.015
H -13.349 -11.326 14.919 -0.531 -0.309 -0.125
H -14.200 -11.929 13.494 -0.096 -0.010 0.198
H -14.763 -12.753 17.228 -0.236 0.521 0.336
H -14.784 -12.325 19.683 -0.390 0.329 -0.414
H -16.070 -10.438 20.621 -0.164 -0.112 -0.576
H -17.559 -9.088 19.121 0.485 -0.145 -0.027
H -19.394 -10.092 17.251 0.265 0.109 -0.195
H -18.995 -11.083 15.820 -0.274 0.724 0.390
H -19.944 -9.551 15.656 0.155 -0.196 0.107
H -18.505 -7.712 17.848 -0.038 -0.232 0.137
H -19.276 -7.338 16.285 0.442 -0.087 0.206
H -17.623 -6.711 16.677 -0.370 -0.057 0.135
Se -14.335 -6.816 9.266 -1.087 -2.149 0.343
N -14.807 -8.393 8.540 0.463 0.962 -0.640
C -15.303 -9.211 9.429 0.375 2.020 2.414
C -15.721 -10.540 9.226 0.082 -0.135 0.583
C -16.093 -11.232 10.375 -0.091 -0.557 -2.154
C -16.124 -10.616 11.588 0.498 2.042 1.650
N -15.728 -9.332 11.885 -1.283 -2.604 -0.083
C -15.339 -8.582 10.847 0.866 0.495 -2.856
N -14.906 -7.320 10.917 -0.199 -0.794 -0.408
H -15.700 -10.940 8.216 -0.062 -0.187 0.219
H -16.407 -12.271 10.327 0.037 0.155 -0.111
H -16.511 -11.170 12.439 0.220 0.092 -0.209
```
Positions in Å, forces in eV/Å.

Computed properties:
**Total charge**: +4
**2S+1**: 6
**HOMO level (spin up / spin down)**: -17.226 / -19.097 eV
**Energy relative to the best compared isomer or geometry (same formula, charge and spin)**: 1.57 kcal/mol

The computed Mulliken charges, all in e, follow: 3.597, -1.626, 0.384, -0.176, -0.015, 1.150, -0.204, -0.629, -0.804, -1.000, 0.026, 0.632, 0.323, 0.337, 0.510, 0.328, -1.895, 0.901, 0.516, 0.448, 0.545, 0.055, -0.516, -0.737, -0.290, -1.019, -0.412, 0.673, 0.558, -0.519, 0.722, -0.220, 0.042, -0.975, -0.512, -1.106, -0.574, 0.440, 0.360, 0.424, 0.446, 0.581, 0.260, 0.731, 0.588, 0.389, 0.406, 0.357, 0.491, 0.505, -1.308, 1.160, -1.396, -0.881, -0.798, -0.939, -0.841, -1.289, 1.058, 1.015, -1.236, -1.509, 0.482, 0.603, 0.418, 0.631, 0.296, 0.407, 0.432, 0.443, 0.489, 0.375, 0.553, 0.270, 0.570, 0.568, 0.444, 0.098, 0.362, -0.681, 0.596, -0.614, -1.177, -0.037, -0.195, 0.272, -0.395, 0.524, 0.542, 0.194



The molecule C23H22Cl2INO in a non-equilibrium geometry, computed with the ωB97M-V functional and the def2-TZVPD basis.

```
50
Properties=species:S:1:pos:R:3:forces:R:3
Cl 0.115 4.669 5.153 -0.086 -0.781 -0.657
Cl 2.298 4.742 2.794 0.045 0.265 0.055
I -4.391 -1.724 4.955 1.232 -0.358 -1.517
O -1.625 -2.057 -0.843 -0.227 -2.375 2.007
C 0.730 0.015 1.280 1.781 0.519 -5.807
C 1.142 0.048 -0.139 -0.312 3.212 6.290
C -0.502 2.154 4.144 1.176 0.296 -2.874
C -2.191 -2.779 2.771 -0.147 1.528 -4.471
C -3.692 -0.986 2.042 0.614 -1.106 -0.463
C -1.618 -2.770 1.367 -1.702 0.431 3.343
C -3.163 -1.059 0.758 -1.420 1.474 -0.832
C -0.444 1.107 3.189 1.659 2.082 -0.457
C 1.407 2.323 2.106 -1.504 -0.542 0.836
C 0.249 3.357 3.977 0.363 -1.041 0.320
C 1.229 3.409 2.968 -0.721 -0.671 0.348
C -3.227 -1.885 3.022 -0.420 0.178 1.077
C -2.115 -1.918 0.395 -0.546 -1.180 2.173
C 0.561 1.195 2.155 -0.563 -0.550 1.140
N 1.476 0.903 -2.378 3.361 3.463 0.371
C 1.476 1.390 -0.960 -0.505 -4.049 -1.415
C -1.380 -0.891 -1.438 0.628 3.007 -3.175
C 2.125 -0.073 -4.341 2.161 -0.893 0.274
C 2.459 -1.238 -1.799 0.185 0.477 -0.207
C 0.588 0.134 -4.394 0.047 -1.759 0.656
C 1.121 -1.139 -0.962 1.174 -0.562 -1.221
C 2.555 -0.025 -2.806 -0.837 1.433 0.902
C 0.306 0.397 -2.890 -0.772 -1.457 0.413
C 0.064 -0.880 -2.007 -3.580 -0.502 -0.882
H 0.534 -1.003 1.599 -0.321 0.286 0.503
H -1.205 2.065 4.895 -1.300 0.129 1.607
H -1.845 -3.559 3.369 0.365 -0.747 1.338
H -4.547 -0.342 2.198 0.157 -0.009 0.245
H -0.822 -3.455 1.148 0.192 -0.234 -0.140
H -3.725 -0.402 0.015 1.235 -0.983 0.748
H -1.174 0.308 3.159 0.211 -0.152 0.349
H 2.221 2.346 1.438 0.725 0.032 -0.721
H 2.443 1.848 -0.930 0.629 0.107 1.103
H 0.699 2.095 -0.743 -0.446 0.651 -0.230
H -2.124 -0.868 -2.254 0.517 0.751 -0.350
H -1.551 -0.006 -0.833 -0.042 0.045 0.477
H 2.593 -0.975 -4.872 -1.064 1.090 0.639
H 2.668 0.813 -4.738 -0.564 -0.586 0.001
H 2.525 -2.126 -2.389 -0.244 -1.021 -0.121
H 3.327 -1.233 -1.134 -0.095 0.060 -0.020
H 0.352 1.021 -5.016 -0.205 -0.880 0.249
H 0.078 -0.869 -4.679 0.535 2.010 -0.042
H 0.896 -2.024 -0.326 0.243 0.361 -0.761
H 3.543 0.504 -2.707 -0.838 -0.678 -0.110
H -0.380 1.192 -2.700 -1.527 0.155 -0.085
H -0.060 -1.745 -2.618 0.753 -0.929 -0.903
```
Positions in Å, forces in eV/Å.

Computed properties:
**HOMO level**: -8.053 eV
**SMILES**: Clc1ccc(/C=C2\CN3[C@@H]4CC[C@H]3[C@H](COc3ccc(I)cc3)[C@H]2C4)cc1Cl

The computed Mulliken charges, all in e, follow: -0.197, -0.205, -0.012, -0.407, -0.958, 0.499, -0.723, -0.425, -0.680, -0.239, 0.004, -0.314, -0.756, 0.238, 0.189, -0.486, 0.511, 0.205, -0.225, -1.202, -1.749, -0.881, -1.291, -0.811, 0.014, -0.119, -0.568, 0.059, 0.715, 0.523, 0.555, 0.436, 0.469, 0.307, 0.305, 0.691, 0.351, 0.482, 0.353, 0.684, 0.367, 0.316, 0.525, 0.407, 0.346, 0.258, 0.493, 0.363, 0.870, 0.715



A cluster of 2 separate species, C12H24Br2F4N2O3PS in total, computed with the ωB97M-V functional and the def2-TZVPD basis.

```
49
Properties=species:S:1:pos:R:3:forces:R:3
O -0.331 1.341 3.239 0.115 -0.043 -0.356
P 0.082 -0.172 2.830 -0.217 -0.005 0.213
O 1.315 -0.489 3.818 -0.174 0.101 -0.136
S -1.359 -1.403 2.906 0.179 0.075 0.043
C 0.876 -0.068 1.123 0.240 -0.161 0.194
C 2.108 -1.020 1.098 0.144 0.060 -0.058
C 1.837 -2.469 1.527 0.053 -0.203 -0.126
C 2.638 -3.510 0.747 0.001 0.267 0.218
F 3.980 -3.307 0.957 -0.313 0.022 0.002
Br 2.338 -3.410 -1.167 0.003 -0.035 -0.062
C 2.346 -4.954 1.240 -0.048 0.206 0.070
F 2.527 -4.966 2.570 0.045 0.002 0.175
F 3.231 -5.781 0.706 0.195 -0.280 -0.226
Br 0.560 -5.583 0.866 -0.009 0.099 0.006
C 1.397 1.357 0.826 0.179 0.163 0.036
N 0.703 2.097 -0.293 -0.263 -0.065 0.092
C -0.522 2.915 0.113 0.000 0.013 0.082
C -1.814 2.186 0.469 -0.261 0.191 -0.125
C -2.689 1.769 -0.705 0.119 0.061 0.124
F -2.912 2.892 -1.524 0.047 -0.356 0.098
C 0.492 1.267 -1.531 0.111 -0.012 -0.431
C 0.237 -0.213 -1.235 -0.140 -0.224 -0.207
N -0.151 -0.424 0.154 0.169 0.268 -0.181
H 0.311 1.838 3.759 -0.095 -0.034 0.220
H 1.990 0.198 3.886 0.107 -0.089 0.077
H 2.903 -0.603 1.729 -0.089 -0.062 -0.119
H 2.494 -0.994 0.072 -0.013 -0.038 0.113
H 0.780 -2.746 1.447 0.154 0.089 -0.012
H 2.119 -2.600 2.576 -0.139 -0.011 -0.135
H 1.319 2.021 1.690 0.036 -0.114 -0.124
H 2.456 1.313 0.549 -0.201 -0.045 -0.091
H 1.378 2.806 -0.573 -0.077 0.064 0.078
H -0.189 3.509 0.967 -0.006 -0.064 -0.081
H -0.695 3.594 -0.728 0.009 -0.090 0.122
H -2.390 2.918 1.051 0.108 -0.115 -0.093
H -1.667 1.328 1.116 0.075 -0.022 -0.002
H -2.249 0.989 -1.331 -0.012 0.091 0.060
H -3.649 1.402 -0.335 0.055 0.161 -0.105
H 1.390 1.375 -2.149 -0.115 -0.004 0.166
H -0.330 1.733 -2.080 0.139 -0.080 0.157
H -0.602 -0.531 -1.864 0.170 -0.047 0.127
H 1.100 -0.816 -1.548 -0.034 0.148 0.078
H -0.414 -1.393 0.296 -0.265 0.067 0.073
C -3.762 0.837 -4.786 -0.037 0.086 0.067
O -4.422 1.949 -4.201 0.076 -0.117 -0.003
H -4.302 0.587 -5.695 0.005 -0.017 -0.016
H -2.727 1.071 -5.055 0.003 -0.008 -0.018
H -3.774 -0.039 -4.128 -0.003 -0.014 -0.012
H -3.958 2.193 -3.396 -0.025 0.121 0.026
```
Positions in Å, forces in eV/Å.

Computed properties:
**Total charge**: +1
**HOMO level**: -12.395 eV

The computed Mulliken charges, all in e, follow: -0.517, 0.701, -0.559, -0.306, 0.527, -1.396, -0.962, 0.239, -0.332, -0.042, 0.514, -0.220, -0.189, -0.062, -1.480, 0.096, -0.831, -0.046, -0.351, -0.329, -0.741, -0.690, -0.069, 0.386, 0.408, 0.490, 0.721, 0.463, 0.431, 0.235, 0.526, 0.399, 0.373, 0.544, 0.542, -0.047, 0.045, 0.415, 0.502, 0.420, 0.728, 0.001, 0.479, -0.517, -0.493, 0.274, 0.220, 0.224, 0.277



The ion C6H4N3O4 with charge -1 in a non-equilibrium geometry, computed with the ωB97M-V functional and the def2-TZVPD basis.

```
17
Properties=species:S:1:pos:R:3:forces:R:3
C 0.167 1.670 1.831 -0.588 1.299 0.210
C 1.116 2.074 0.840 0.022 1.030 0.218
C -0.571 0.454 1.659 -1.901 -2.676 -0.408
C -0.492 -0.216 0.486 0.703 1.934 0.401
C 1.248 1.253 -0.292 4.399 1.874 -0.801
C 0.374 0.097 -0.701 0.883 2.329 1.145
N -0.053 2.650 2.660 0.163 -0.161 0.420
N 1.539 3.321 1.203 0.090 -1.888 -1.375
N 2.705 1.388 -1.014 -6.548 -1.141 3.387
O 2.633 0.761 -2.058 2.369 0.079 -1.740
O 3.629 1.880 -0.405 0.624 -0.021 -1.354
O 0.812 3.647 2.312 -0.602 -0.581 0.649
O 1.134 -1.070 -0.874 -1.146 -1.268 0.724
H -1.313 -0.066 2.364 1.401 1.506 -0.500
H -1.008 -1.091 0.268 -1.206 -1.579 0.310
H -0.242 0.428 -1.579 0.348 -1.002 0.191
H 1.546 -1.023 -1.709 0.989 0.265 -1.478
```
Positions in Å, forces in eV/Å.

Computed properties:
**Total charge**: -1
**HOMO level**: -3.076 eV
**Energy relative to the best compared isomer or geometry (same formula, charge and spin)**: 40.35 kcal/mol
**SMILES**: [O-][N+]([O-])=C1c2nonc2C=C[C@@H]1O

The computed Mulliken charges, all in e, follow: 1.051, 0.996, -0.457, -1.003, -1.062, 0.714, -0.615, -0.624, 0.863, -0.719, -0.609, -0.084, -0.544, 0.203, 0.388, 0.149, 0.353